This record from the OMol25 dataset describes an isolated ion of composition C5H11N2 and charge +1 at a distorted geometry. The level of theory is ωB97M-V/def2-TZVPD.

Geometry as XYZ:
```
18
Properties=species:S:1:pos:R:3:forces:R:3
N -0.533 0.811 -0.949 1.8 -1.4 1.9
N 1.866 -0.152 -0.122 -6.4 0.7 1.0
C 0.310 0.156 -0.192 5.8 1.0 -0.4
C 2.779 0.976 -0.418 -1.4 -2.7 -3.6
C -1.922 0.480 1.272 1.0 -2.7 0.1
C -1.324 -1.650 -0.322 1.7 3.1 -1.1
C -1.040 -0.184 0.119 -2.0 -0.9 1.2
H -1.340 -2.231 0.498 -0.2 -1.9 3.2
H -0.456 -2.001 -0.874 -0.3 -0.1 -0.7
H -1.678 1.512 1.419 0.1 0.5 -0.1
H -1.731 -0.087 2.263 -0.2 0.8 -1.7
H 2.132 1.574 -1.098 1.2 0.0 0.1
H 3.080 1.561 0.373 0.7 0.9 1.9
H 2.079 -0.766 0.681 -0.4 0.6 -0.5
H -2.250 -1.749 -0.782 -1.5 -0.1 -1.3
H -0.561 1.067 -1.916 -0.1 0.1 -0.6
H -2.977 0.309 1.010 0.4 0.3 0.1
H 3.568 0.375 -0.962 -0.3 1.7 0.5
```
Forces are in eV/Å.

Output
Charge   +1
HOMO energy   -14.77 eV
Gap between HOMO and LUMO   10.4 eV
Energy relative to the best compared isomer or geometry (same formula, charge and spin)   3.652 eV
Lowest unoccupied orbital energy   -0.1592 Ha

=====

This record from the OMol25 dataset describes one molecule with the formula C5H4N2. The level of theory is ωB97M-V/def2-TZVPD.

Geometry as XYZ:
```
11
Properties=species:S:1:pos:R:3:forces:R:3
N -0.920 -0.682 0.485 -0.1 0.0 -0.1
N -0.120 -1.713 0.226 0.2 0.0 0.3
C 1.099 0.135 0.737 0.0 0.0 -0.1
C -0.240 0.480 0.696 0.1 -0.2 -0.3
C -0.756 1.543 -0.121 -0.2 0.0 -0.7
C -1.062 1.709 -1.278 0.1 0.1 0.5
C 1.108 -1.222 0.375 0.2 -0.2 0.2
H 1.933 0.808 0.868 -0.1 -0.1 -0.2
H -1.107 1.487 -2.317 -0.3 0.7 -0.2
H -1.894 -0.715 0.224 0.2 -0.2 0.1
H 1.960 -1.828 0.105 0.0 -0.1 0.4
```
Forces are in eV/Å.

Output
HOMO energy   -8.86 eV
Gap between HOMO and LUMO   9.6 eV
Energy relative to the best compared isomer or geometry (same formula, charge and spin)   3.581 eV
Lowest unoccupied orbital energy   0.0257 Ha

=====

This record from the OMol25 dataset describes one molecule with the formula C15H10BBrF2O4 at a distorted geometry. The level of theory is ωB97M-V/def2-TZVPD.

Geometry as XYZ:
```
33
Properties=species:S:1:pos:R:3:forces:R:3
Br -7.093 -1.978 -1.825 -0.1 0.1 -0.3
F 2.359 -2.408 1.983 0.2 0.4 -0.5
F 1.835 -1.212 3.802 0.2 0.5 0.1
O 0.707 -0.789 1.868 -1.1 2.2 -2.6
O 2.656 2.379 -1.306 0.8 -0.4 0.5
O 0.414 2.131 -1.218 2.2 -0.1 -0.1
O 2.966 -0.109 2.058 1.4 1.9 -2.6
C -2.900 -1.207 0.029 -0.5 -0.8 -0.3
C -0.731 -0.034 0.244 -1.4 -0.1 -0.4
C 3.942 1.353 0.413 1.4 0.5 -0.1
C 1.511 1.789 -0.790 -2.8 0.1 0.5
C 1.617 0.834 0.326 0.6 -0.4 0.0
C -4.598 -0.603 -1.567 -0.8 0.8 -0.4
C -1.600 -0.988 0.616 0.0 0.0 0.2
C 3.862 2.145 -0.685 -0.6 -0.9 0.4
C 5.077 2.745 -1.308 -0.3 0.4 -0.5
C -4.897 -2.546 -0.204 -0.1 -0.2 -0.1
C -5.347 -1.682 -1.187 -0.3 -0.6 0.5
C -3.429 -0.318 -0.921 0.2 -0.9 0.4
C 2.865 0.642 0.936 -2.0 -1.4 2.5
C 0.531 0.051 0.829 1.6 -1.8 2.1
C -3.645 -2.387 0.353 -0.3 2.1 -0.6
B 1.998 -1.140 2.437 0.0 -1.2 0.9
H -1.281 -1.656 1.392 0.0 -0.3 0.3
H 5.227 3.761 -0.957 -0.1 0.3 0.1
H 4.886 1.259 0.914 0.3 -0.1 0.0
H -5.006 0.110 -2.265 0.0 0.0 -0.2
H 5.989 2.195 -1.096 -0.2 -0.2 0.3
H -0.967 0.623 -0.549 0.0 0.6 -0.5
H -5.584 -3.306 0.123 0.1 -0.4 0.1
H 4.979 2.788 -2.390 -0.2 0.0 -0.1
H -2.979 0.611 -1.179 0.7 0.5 0.0
H -3.365 -3.053 1.124 0.7 -0.5 0.6
```
Forces are in eV/Å.

Output
HOMO energy   -9.04 eV
Gap between HOMO and LUMO   7.1 eV
Energy relative to the best compared isomer or geometry (same formula, charge and spin)   0.076 eV
Lowest unoccupied orbital energy   -0.0698 Ha

=====

This record from the OMol25 dataset describes C2H6O2Zn as an isolated structure at a distorted geometry. The level of theory is ωB97M-V/def2-TZVPD.

Geometry as XYZ:
```
11
Properties=species:S:1:pos:R:3:forces:R:3
Zn -0.552 -1.856 1.354 -1.4 -1.0 0.7
O -1.876 -2.896 2.042 0.7 0.5 -0.1
O 0.414 -0.972 0.076 1.3 -0.6 -0.3
C 0.336 1.468 -0.077 0.2 0.0 0.1
C -0.032 0.156 -0.722 -1.0 1.2 -0.8
H 1.426 1.577 0.010 -0.3 0.0 0.0
H -0.034 2.287 -0.709 0.0 -0.2 0.2
H 1.156 -1.416 -0.365 0.0 0.1 0.2
H 0.405 0.056 -1.724 -0.1 -0.1 0.3
H -1.124 0.033 -0.802 0.4 0.1 -0.1
H -0.119 1.563 0.917 0.1 0.1 -0.2
```
Forces are in eV/Å.

Output
Charge   +1
2S+1   2
HOMO energy (spin up / spin down)   -16.27 / -15.37 eV
Gap between HOMO and LUMO (spin up / spin down)   10.8 / 9.1 eV
Energy relative to the best compared isomer or geometry (same formula, charge and spin)   0.709 eV
Lowest unoccupied orbital energy (spin up / spin down)   -0.2023 / -0.2287 Ha

=====

This record from the OMol25 dataset describes a 7-piece molecular cluster, C44H96F6N7O12S6 overall at a distorted geometry. The level of theory is ωB97M-V/def2-TZVPD.

Geometry as XYZ:
```
171
Properties=species:S:1:pos:R:3:forces:R:3
S -8.176 -0.501 -1.654 -8.6 -2.8 4.9
S -1.162 7.115 3.692 1.9 4.7 4.1
S 0.491 1.292 0.011 6.7 -0.5 -1.6
S -5.964 0.193 -1.978 4.0 3.8 -0.9
S -1.661 0.795 0.554 -11.2 -0.7 8.2
S -1.387 5.409 2.103 -1.0 -10.6 -6.3
F 1.261 1.799 -1.338 -1.0 -0.9 -0.3
F -2.576 4.857 1.104 2.0 0.8 1.3
F -9.540 -0.583 -2.448 -1.0 0.2 -0.3
F -5.422 1.646 -2.600 -0.6 -1.3 0.0
F -3.013 0.126 0.030 0.3 -0.9 -0.3
F -1.528 8.733 3.641 1.1 -2.8 -0.5
O -1.788 6.722 4.928 0.7 -0.1 -2.0
O -0.237 5.511 1.163 -1.5 0.3 2.1
O -1.379 0.004 1.733 1.2 0.2 -0.7
O 0.306 6.913 3.510 -4.2 0.8 0.1
O 0.539 2.576 0.676 -1.1 -1.6 0.3
O -7.877 -1.912 -1.611 1.4 0.0 0.8
O -2.148 2.096 0.776 0.2 2.0 1.0
O 1.482 0.259 0.476 -3.2 2.1 -0.9
O -5.740 0.527 -0.549 -1.3 -1.9 -3.2
O -5.048 -0.740 -2.661 -1.8 0.9 1.3
O -1.392 4.354 3.116 1.0 2.5 -1.3
O -8.623 0.147 -0.397 1.7 -1.3 -2.3
N -6.894 -5.069 2.543 0.2 -1.8 -2.6
N -1.345 -0.803 -4.115 -2.2 -1.8 -0.6
N 1.959 2.449 4.983 -2.3 -1.5 -0.3
N 7.684 -0.017 -2.872 -2.1 0.6 -2.0
N -2.074 6.685 2.365 0.0 4.3 2.4
N -0.939 0.651 -0.666 8.9 0.2 -5.4
N -7.529 0.303 -2.718 6.5 2.0 -0.4
C -4.441 -4.392 1.561 -0.8 -0.3 -0.8
C -0.035 -0.811 -4.873 0.3 0.7 1.2
C 0.511 0.485 4.628 -1.1 -0.9 1.3
C -9.041 -4.224 1.768 -0.2 0.8 0.4
C -1.278 -1.633 -2.812 -1.3 -0.6 1.2
C 7.414 -0.381 -5.406 -0.3 -2.2 -2.4
C 7.152 -1.368 -2.387 -1.5 1.5 0.3
C 6.027 1.578 -1.594 -2.3 -0.7 -2.0
C 3.475 5.915 3.695 -0.8 -0.1 0.4
C -6.227 -6.368 3.169 0.2 1.4 0.2
C 9.385 -1.753 -3.092 -0.3 1.7 -0.4
C 5.868 2.601 -0.531 1.4 0.5 1.7
C -8.285 -5.494 1.991 0.8 -0.2 1.4
C -3.782 -3.720 0.312 -0.8 -0.5 0.6
C 4.871 2.162 7.434 -0.4 -0.4 0.5
C 2.259 0.246 -4.853 0.8 0.5 0.8
C 2.573 3.454 3.998 0.3 0.7 1.4
C -5.823 -7.476 2.159 -0.1 0.0 0.1
C -3.326 3.395 -6.422 0.8 0.0 1.4
C -2.096 1.323 -5.458 1.0 -0.5 2.0
C -8.597 -3.266 2.920 1.7 -0.4 -0.1
C -2.219 -3.151 -4.509 -0.7 1.7 0.6
C 9.175 -0.164 -3.003 0.6 -1.9 -0.8
C -2.236 -3.614 0.480 -0.9 0.6 -1.0
C 2.826 4.862 4.624 0.1 -0.4 -0.2
C 4.518 2.514 0.141 -0.8 0.2 0.6
C -2.023 0.620 -4.065 0.0 -0.9 -0.1
C 1.828 1.038 4.239 0.8 0.4 0.0
C 2.653 2.214 6.330 0.8 1.4 -1.9
C -1.954 -3.073 -3.011 1.4 0.0 -0.5
C -6.041 -4.526 1.316 1.1 0.5 1.8
C 7.403 1.164 -1.962 1.6 -0.8 1.3
C -7.227 -3.917 3.462 -0.1 -0.7 0.0
C 0.919 0.118 -4.120 1.0 -0.7 -0.7
C 4.176 1.964 6.092 -0.6 0.1 1.1
C -5.391 -8.800 2.776 -0.1 -1.4 1.2
C -0.438 1.645 4.751 0.7 2.2 -1.2
C 0.440 2.816 5.354 0.2 -1.0 -0.4
C 3.621 7.249 4.508 0.8 -0.1 -0.9
C -2.950 2.560 -5.159 -1.4 -0.2 -2.2
C 6.737 0.143 -6.683 -1.1 1.6 0.7
C 8.332 -2.180 -2.118 0.7 -2.0 1.7
C -2.404 -1.669 -4.872 1.0 -0.1 -1.6
C 6.899 0.295 -4.183 1.9 1.0 -0.3
H -3.399 -1.243 -4.742 0.2 -0.2 0.5
H 2.560 1.293 -4.864 -0.3 0.2 -1.1
H 7.036 -1.393 -5.553 0.4 -0.7 1.1
H -10.109 -4.416 1.873 0.0 0.0 -0.4
H 2.432 3.116 6.901 0.6 0.3 -0.1
H -6.455 -3.533 1.140 0.0 0.0 -0.1
H -8.697 -6.000 2.864 -0.3 -0.2 -0.1
H -2.843 -3.289 -2.417 -0.3 1.1 -0.2
H 9.096 -2.168 -4.057 0.2 0.4 -0.3
H 6.643 2.435 0.217 0.0 -0.3 0.5
H 6.179 3.591 -0.864 -0.6 0.2 -0.4
H -5.970 -9.210 3.603 -0.3 0.8 0.5
H 0.248 3.805 4.938 -0.1 -0.3 -0.1
H -3.780 4.273 -5.963 0.2 0.4 -0.6
H -2.565 3.242 -4.401 0.3 -0.4 0.0
H 1.854 5.251 4.928 0.0 0.1 0.1
H -4.357 -8.811 3.120 0.0 0.4 0.1
H -1.608 1.162 -3.215 0.4 0.2 -0.4
H -6.284 -3.371 3.439 -0.5 0.8 0.2
H -1.945 -1.207 -2.062 0.3 0.8 -0.3
H -2.122 -1.586 -5.921 -0.4 0.3 -0.1
H 6.509 -1.079 -1.556 0.1 -0.6 0.3
H -5.453 -9.707 2.175 0.0 0.6 -1.1
H 0.411 -1.806 -4.864 -0.4 -0.2 0.1
H -2.379 3.604 -6.921 -0.4 0.5 -0.5
H -4.048 -3.837 2.413 -1.0 0.4 0.4
H -4.088 2.941 -7.056 0.4 -0.2 -0.1
H 4.713 2.684 5.475 -0.9 0.3 -0.5
H 0.522 0.016 5.612 0.5 0.0 0.3
H -1.403 1.452 5.221 0.4 0.1 0.4
H -9.338 -3.120 3.706 0.2 -0.5 0.1
H -4.293 -2.768 0.166 0.5 0.5 0.2
H -8.412 -2.256 2.552 0.1 -0.1 -0.2
H 6.693 1.232 -6.684 0.4 0.3 -0.2
H 2.334 -0.304 -5.791 0.0 0.4 -0.1
H 2.046 1.491 6.874 0.6 -0.7 -0.4
H 3.453 4.863 5.515 0.0 -0.5 0.2
H 2.693 7.600 4.958 -0.1 -0.3 -0.1
H -0.285 -1.669 -2.363 0.0 0.1 -0.5
H 6.496 -1.843 -3.117 0.2 0.4 -0.4
H 2.658 0.378 4.491 0.1 0.3 0.5
H 2.838 6.005 2.815 -0.3 0.5 0.0
H 3.057 -0.083 -4.187 0.1 -0.8 0.0
H -1.385 -3.496 -5.120 -0.2 -0.6 0.3
H 5.359 0.739 -1.400 0.4 -0.5 0.6
H 3.674 2.550 -0.547 0.1 -0.1 -0.2
H -3.063 0.460 -3.784 0.1 -0.5 0.3
H 0.533 1.125 -3.959 -0.3 -0.4 0.3
H 3.474 2.946 3.654 0.0 0.3 -0.2
H 7.995 2.001 -2.331 0.0 -0.1 -0.2
H -4.186 -4.265 -0.541 0.8 -0.4 -0.4
H -1.326 -3.890 -2.655 0.6 0.2 -0.3
H -0.669 2.057 3.769 -0.3 -0.5 -0.3
H 4.383 5.505 3.253 0.5 0.3 0.5
H 1.229 -0.400 -3.213 -0.8 0.5 0.5
H 7.067 -0.180 -7.671 0.3 -0.3 0.5
H -2.476 0.621 -6.201 -0.7 0.3 0.1
H -4.913 -7.205 1.623 -0.4 0.6 -0.3
H -8.819 -3.777 0.799 -0.2 0.0 0.0
H 4.013 8.082 3.924 -0.3 -0.1 -0.6
H 8.639 -2.075 -1.077 0.3 0.2 0.0
H -1.080 1.482 -5.820 0.1 0.8 0.0
H -0.145 -0.539 -5.923 -0.5 0.2 0.2
H 4.305 3.272 0.895 0.4 0.6 -0.3
H -6.290 -5.135 0.448 0.3 -0.2 0.2
H -5.368 -6.008 3.735 0.4 0.1 -0.4
H 4.403 7.214 5.267 -0.2 -0.6 0.4
H 10.398 -2.090 -2.868 -0.1 0.3 0.1
H -6.622 -7.642 1.436 0.0 0.0 0.0
H -8.205 -6.229 1.190 0.1 0.4 -0.1
H 5.916 1.854 7.408 -0.1 0.2 0.2
H -1.823 -4.509 0.945 0.1 0.3 0.2
H 1.859 3.595 3.186 0.0 -0.4 -0.1
H -4.021 -5.383 1.732 0.0 -0.1 -0.3
H 8.485 -0.473 -5.584 0.1 0.5 0.6
H 4.324 1.006 5.593 0.1 -0.2 0.5
H 4.342 1.663 8.245 0.2 -0.5 0.0
H -7.308 -4.375 4.447 -0.3 0.2 0.1
H -1.711 -3.444 -0.460 -0.2 -0.6 -0.3
H 7.093 1.349 -4.381 -0.2 0.3 0.4
H 7.919 0.776 -1.084 -0.1 0.6 0.6
H 4.400 1.621 0.754 0.2 -0.5 -0.4
H -3.953 2.236 -4.881 0.2 -0.4 0.9
H 5.684 -0.110 -6.558 -0.2 -0.2 -0.4
H 8.088 -3.237 -2.216 0.0 0.0 -0.1
H 0.325 2.884 6.436 0.4 -0.1 0.0
H -6.885 -6.657 3.988 -0.5 -0.4 -0.5
H 4.757 3.206 7.728 0.5 0.2 -0.2
H -1.978 -2.663 0.946 -0.1 -0.3 0.9
H 1.924 1.101 3.155 -0.3 0.9 -0.1
H -3.183 -3.625 -4.692 0.4 -0.4 -0.4
H 9.656 0.173 -2.084 -0.3 0.1 0.0
H 5.826 0.161 -4.046 0.2 -0.2 0.4
H 0.156 -0.341 4.012 0.1 0.4 -0.6
H 9.556 0.430 -3.833 -0.2 -0.1 0.0
H 5.456 1.985 -2.428 0.4 0.2 -0.7
```
Forces are in eV/Å.

Output
Charge   +2
2S+1   2
HOMO energy (spin up / spin down)   -11.51 / -11.51 eV
Gap between HOMO and LUMO (spin up / spin down)   7.9 / 3.0 eV
Lowest unoccupied orbital energy (spin up / spin down)   -0.1333 / -0.3141 Ha